A 3-piece molecular cluster, C5H14N2O2 overall in a non-equilibrium geometry. Source: OMol25; level of theory: the ωB97M-V functional and the def2-TZVPD basis.

```
! RIJCOSX wB97M-V def2-TZVPD def2/J DEFGRID3
* xyz 0 1
C -1.522 1.395 1.114
C -1.613 -2.219 -1.119
N -2.645 -1.601 -1.493
O -1.826 0.237 0.387
H -3.197 -1.192 -0.736
H -1.186 1.162 2.130
H -2.448 1.973 1.194
H -0.776 2.024 0.612
H -1.354 -2.496 -0.095
H -1.021 -0.348 0.197
H -1.051 -2.741 -1.880
C 0.885 0.660 -1.832
C 2.469 0.592 1.494
C 1.578 0.156 0.360
O 1.605 1.016 -0.658
N 0.904 -0.916 0.289
H 1.019 -1.526 1.091
H 1.126 1.422 -2.570
H -0.190 0.645 -1.647
H 1.188 -0.332 -2.171
H 3.005 1.497 1.223
H 1.864 0.783 2.380
H 3.187 -0.191 1.730
*
```

**Highest occupied orbital energy**: -0.347 Eh
**ΔE to the lowest compared entry with this formula, charge and spin**: 261.3 kJ/mol
**SMILES**: [H]/N=C(\C)OC.C=N.CO
**Gap between HOMO and LUMO**: 0.37595 hartree


H2NPS2 as an isolated structure in a non-equilibrium geometry. Source: OMol25; level of theory: the ωB97M-V functional and the def2-TZVPD basis.

```
! RIJCOSX wB97M-V def2-TZVPD def2/J DEFGRID3
* xyz 0 1
N 0.430 0.114 -0.388
P 1.861 0.552 -2.819
S 1.962 2.675 -4.497
S 0.728 1.484 -1.402
H 0.416 0.405 0.582
H -0.454 -0.316 -0.624
*
```

**Highest occupied orbital energy (spin up / spin down)**: -0.303 / -0.305 Eh
**ΔE to the lowest compared entry with this formula, charge and spin**: 366.8 kJ/mol
**Gap between HOMO and LUMO (spin up / spin down)**: 0.21452 / 0.21677 hartree


An isolated ion of composition C3H3N2O and charge +1 in a non-equilibrium geometry. Source: OMol25; level of theory: the ωB97M-V functional and the def2-TZVPD basis.

```
! RIJCOSX wB97M-V def2-TZVPD def2/J DEFGRID3
* xyz 1 1
C 0.314 0.731 -0.508
C -0.216 -0.747 -0.495
C 0.416 1.049 0.868
N -0.536 -1.303 0.524
N 0.576 1.045 1.971
O -0.836 -1.503 1.589
H 1.278 0.994 -0.996
H -0.566 -1.072 -1.439
H -0.431 0.806 -1.512
*
```

**Highest occupied orbital energy**: -0.622 Eh
**ΔE to the lowest compared entry with this formula, charge and spin**: 570.7 kJ/mol
**SMILES**: N#CCC=[N+]=O
**Gap between HOMO and LUMO**: 0.31890 hartree